{"formula": "CHCl4P", "method": "ωB97M-V with the def2-TZVPD basis set", "symbols": ["Cl", "P", "C", "Cl", "Cl", "Cl", "H"], "positions_angstrom": [[0.321, 0.280, -2.363], [0.606, -0.867, -0.841], [0.089, 0.324, 0.750], [-1.322, 1.550, 0.337], [-0.578, -0.863, 1.801], [1.545, 1.003, 1.396], [-0.662, -1.427, -1.080]], "e_above_lowest_ev": 0.336, "homo_ev": -9.850, "orbital_gap_ev": 9.869, "multiplicity": 1, "smiles": "ClPC(Cl)(Cl)Cl", "lumo_energy_ev": 0.02, "charge": 0}

=====

{"formula": "C4H12", "method": "ωB97M-V with the def2-TZVPD basis set", "symbols": ["C", "C", "H", "H", "H", "H", "H", "H", "C", "C", "H", "H", "H", "H", "H", "H"], "positions_angstrom": [[1.391, -2.158, -0.111], [2.531, -1.088, -0.270], [0.435, -1.783, 0.252], [1.352, -2.368, -1.223], [1.737, -3.042, 0.428], [2.634, -0.993, 0.857], [3.479, -1.384, -0.707], [2.159, -0.271, -0.905], [-2.624, 1.448, 0.538], [-1.289, 1.808, -0.123], [-2.787, 2.062, 1.424], [-3.487, 1.673, -0.084], [-2.691, 0.403, 0.822], [-1.417, 2.432, -1.013], [-0.675, 2.336, 0.600], [-0.747, 0.927, -0.485]], "e_above_lowest_ev": 0.464, "homo_ev": [-14.540, -14.540], "orbital_gap_ev": [10.757, 3.462], "multiplicity": 2, "lumo_energy_ev": [-3.78, -11.08], "charge": 1}

=====

{"formula": "C12H20N4O2", "method": "ωB97M-V with the def2-TZVPD basis set", "symbols": ["C", "C", "O", "O", "C", "C", "C", "C", "C", "C", "C", "C", "C", "N", "N", "C", "N", "N", "H", "H", "H", "H", "H", "H", "H", "H", "H", "H", "H", "H", "H", "H", "H", "H", "H", "H", "H", "H"], "positions_angstrom": [[3.100, -2.075, -0.797], [3.567, -1.643, 0.575], [4.059, -2.440, 1.364], [3.455, -0.317, 0.877], [2.102, 0.190, 0.821], [2.146, 1.628, 0.342], [0.943, 2.449, 0.801], [-0.393, 2.122, 0.113], [-0.290, 1.787, -1.366], [-1.637, 1.456, -1.996], [-2.466, 0.385, -1.264], [-1.687, -0.867, -0.850], [-2.180, -1.503, 0.420], [-2.419, -0.701, 1.459], [-2.837, -1.262, 2.576], [-2.960, -2.585, 2.569], [-2.702, -3.396, 1.551], [-2.306, -2.832, 0.427], [2.182, -2.643, -0.670], [3.845, -2.726, -1.233], [2.924, -1.235, -1.461], [1.513, -0.439, 0.156], [1.717, 0.149, 1.837], [3.047, 2.057, 0.777], [2.289, 1.660, -0.734], [0.842, 2.286, 1.873], [1.193, 3.499, 0.673], [-0.901, 1.340, 0.673], [-1.025, 3.004, 0.220], [0.375, 0.940, -1.521], [0.140, 2.648, -1.875], [-2.241, 2.359, -2.069], [-1.490, 1.126, -3.025], [-3.239, 0.060, -1.958], [-2.987, 0.843, -0.430], [-0.627, -0.672, -0.697], [-1.754, -1.607, -1.640], [-3.300, -3.045, 3.484]], "e_above_lowest_ev": 3.666, "homo_ev": -9.672, "orbital_gap_ev": 8.732, "multiplicity": 1, "smiles": "CC(=O)OCCCCCCCCc1nncnn1", "lumo_energy_ev": -0.94, "charge": 0}

=====

{"formula": "C6H12N", "method": "ωB97M-V with the def2-TZVPD basis set", "symbols": ["C", "C", "N", "C", "C", "C", "C", "H", "H", "H", "H", "H", "H", "H", "H", "H", "H", "H", "H"], "positions_angstrom": [[-0.807, 1.511, 1.857], [0.444, 0.698, 1.691], [0.203, -0.265, 0.522], [-0.197, -1.431, 0.387], [0.139, -0.689, -0.893], [-0.920, 0.093, -1.679], [1.448, -1.059, -1.464], [-1.695, 0.999, 1.879], [-0.953, 2.054, 2.787], [-1.025, 2.207, 0.967], [0.524, -0.199, 2.381], [1.273, 1.187, 1.351], [-0.410, -2.323, 0.979], [-1.212, -0.513, -2.428], [-0.428, 0.829, -2.123], [-1.847, 0.371, -1.141], [2.244, -0.947, -0.865], [1.783, -0.401, -2.305], [1.435, -2.122, -1.902]], "e_above_lowest_ev": 3.775, "homo_ev": -15.772, "orbital_gap_ev": 11.450, "multiplicity": 1, "smiles": "CC[N+]1=CC1(C)C", "lumo_energy_ev": -4.32, "charge": 1}

=====

{"formula": "C4H6N4", "method": "ωB97M-V with the def2-TZVPD basis set", "symbols": ["C", "N", "N", "C", "N", "C", "C", "N", "H", "H", "H", "H", "H", "H"], "positions_angstrom": [[2.891, 0.014, 0.238], [1.713, 0.385, -0.183], [0.754, -0.530, -0.338], [-0.636, -0.126, -0.183], [-0.732, 1.271, -0.152], [-1.727, -0.911, -0.045], [-2.953, -0.245, -0.058], [-3.955, 0.369, 0.064], [3.601, 0.852, 0.212], [3.203, -1.116, 0.185], [0.951, -1.561, -0.073], [0.199, 1.812, -0.213], [-1.521, 1.842, 0.303], [-1.786, -2.056, 0.242]], "e_above_lowest_ev": 3.069, "homo_ev": -8.408, "orbital_gap_ev": 8.889, "multiplicity": 1, "smiles": "C=NN/C(N)=C/C#N", "lumo_energy_ev": 0.48, "charge": 0}

=====

{"formula": "BH18O7", "method": "ωB97M-V with the def2-TZVPD basis set", "symbols": ["B", "H", "H", "H", "H", "O", "H", "H", "O", "H", "H", "O", "H", "H", "O", "H", "H", "O", "H", "H", "O", "H", "H", "O", "H", "H"], "positions_angstrom": [[-0.067, 0.559, -0.248], [0.425, 0.832, 0.776], [-1.177, 0.265, -0.345], [0.181, 1.457, -0.927], [0.292, -0.526, -0.522], [-0.880, 2.612, -2.641], [-0.242, 2.068, -2.023], [-0.278, 3.187, -3.212], [1.749, 1.833, 3.826], [2.184, 2.648, 3.505], [0.791, 1.777, 3.443], [-1.205, -1.908, -2.759], [-0.857, -1.646, -1.972], [-0.746, -2.772, -2.901], [-1.318, -1.512, 1.903], [-0.881, -2.159, 1.464], [-1.048, -0.684, 1.353], [-4.046, -1.990, 0.427], [-3.350, -1.302, 0.488], [-3.664, -2.647, -0.049], [3.062, 2.202, -0.358], [2.052, 2.246, -0.050], [3.018, 1.887, -1.272], [2.122, -2.254, 1.071], [1.311, -1.671, 0.735], [2.572, -2.504, 0.288]], "e_above_lowest_ev": 2.204, "homo_ev": -6.112, "orbital_gap_ev": 9.047, "multiplicity": 1, "lumo_energy_ev": 2.93, "charge": -1}

=====

{"formula": "CH5FN2", "method": "ωB97M-V with the def2-TZVPD basis set", "symbols": ["C", "N", "N", "F", "H", "H", "H", "H", "H"], "positions_angstrom": [[-0.991, -0.461, -0.163], [1.354, 0.620, 0.000], [0.511, -0.233, 0.678], [-1.830, 0.471, 0.486], [-0.837, -0.006, -1.193], [-1.503, -1.451, -0.025], [1.233, 0.688, -0.983], [1.311, 1.545, 0.509], [0.753, -1.173, 0.692]], "e_above_lowest_ev": 3.108, "homo_ev": [-3.535, -11.704], "orbital_gap_ev": [4.546, 7.867], "multiplicity": 3, "lumo_energy_ev": [1.01, -3.84], "charge": 0}

=====

{"formula": "C8H13NP", "method": "ωB97M-V with the def2-TZVPD basis set", "symbols": ["C", "C", "C", "C", "C", "C", "C", "C", "N", "P", "H", "H", "H", "H", "H", "H", "H", "H", "H", "H", "H", "H", "H"], "positions_angstrom": [[3.749, -0.087, 2.085], [3.378, 1.236, 1.940], [3.148, -1.090, 1.347], [2.373, 1.593, 1.027], [2.134, -0.775, 0.428], [1.861, 0.537, 0.380], [-2.157, -1.643, -0.992], [-2.831, 1.046, -0.235], [-3.167, 0.143, -2.745], [-1.964, 0.103, -1.559], [4.530, -0.343, 2.786], [3.846, 2.023, 2.511], [3.439, -2.124, 1.456], [2.077, 2.620, 0.891], [1.653, -1.535, -0.163], [-1.717, -2.329, -1.711], [-3.216, -1.866, -0.878], [-1.653, -1.767, -0.038], [-2.261, 0.992, 0.689], [-3.821, 0.618, -0.086], [-2.927, 2.091, -0.522], [-3.418, 1.060, -3.094], [-3.056, -0.501, -3.517]], "e_above_lowest_ev": 1.869, "homo_ev": [-11.296, -12.271], "orbital_gap_ev": [4.025, 8.884], "multiplicity": 1, "lumo_energy_ev": [-7.27, -3.39], "charge": 1}